Formula: C28H48N2O6P
Source: the Open Molecules 2025 dataset
Level of theory: ωB97M-V/def2-TZVPD

DFT total energy   -54345.121 eV
Relative energy (zero: lowest compared OMol25 entry of this formula, charge and spin)   1378.5 kJ/mol
Frontier orbital gap   6.89 eV
Total charge   +1

Geometry as XYZ:
```
85
Properties=species:S:1:pos:R:3:forces:R:3:mulliken_charge:R:1
C 1.353 -3.948 -1.294 4.6347 9.5776 -1.0667 -1.041
C 1.991 -2.693 -1.503 -5.1429 -8.9276 1.7368 0.572
N 2.629 -1.306 -1.736 -0.3054 -2.4977 -0.7734 0.646
C 4.138 -1.585 -1.740 5.5249 -0.5163 1.0130 0.323
C 5.090 -0.993 -0.560 2.1832 -3.0739 -4.0605 -0.182
C 6.632 -1.439 -0.811 -3.2508 -0.7051 -1.9870 -0.469
C 7.006 -2.342 -2.081 -0.4353 0.3644 0.5110 -0.124
N 6.170 -2.946 -3.156 -2.7492 4.8984 6.1889 -0.406
C 4.773 -2.507 -2.887 -0.1665 0.3260 0.4407 -0.261
C 2.245 -0.715 -3.085 -0.2798 2.3301 -2.3640 -0.233
C 0.686 -0.231 -3.207 -0.8730 -0.7640 -1.5130 -0.548
O -0.099 -0.304 -1.967 2.6879 0.2539 0.2251 -0.198
C 0.654 0.232 -0.824 -1.6529 -0.5353 1.0549 0.866
C -0.233 -0.136 0.540 0.2920 -0.2978 -0.4130 -1.405
C -0.656 -1.716 0.641 -1.1876 0.0459 0.7506 0.253
C -2.181 -1.827 1.310 -0.3873 -0.9298 0.6689 0.228
C -3.181 -2.834 0.476 -0.5338 0.1127 -0.6078 -0.948
C -3.700 -2.229 -0.969 -0.4377 -0.6056 -0.1172 -0.062
C -4.462 -0.776 -0.856 0.4578 0.0931 -0.0538 -0.101
C -4.949 -0.146 -2.289 0.5522 0.4758 -0.3349 -0.629
C -4.693 -1.102 -3.595 -0.9097 0.5417 -1.1004 -0.170
C -5.843 -2.297 -3.779 0.4368 -0.0080 -0.3296 -0.938
P 0.514 2.170 -0.982 2.0111 3.4706 -2.4133 0.889
O 1.769 2.827 -1.685 -4.1124 -2.6070 2.8220 -0.651
O -0.854 2.471 -2.074 1.3816 -1.4847 3.6208 -0.542
O 0.191 2.835 0.613 -1.5250 -1.7597 -3.4377 -0.576
C 2.200 -0.292 -0.691 -0.2508 1.3209 2.9236 -1.277
H 0.803 -4.944 -0.941 1.5990 2.6916 -1.0625 0.388
H 4.781 -0.340 0.359 0.5604 -1.4413 -2.1024 0.315
H 7.472 -1.094 -0.057 -1.9249 -0.8508 -1.8542 0.301
H 8.171 -2.585 -2.202 -2.9059 0.5692 0.3318 0.307
H 3.990 -2.929 -3.687 1.9396 0.9692 1.9972 0.211
H 2.467 -1.407 -4.002 -0.2635 1.0615 2.2236 0.371
H 2.912 0.267 -3.208 -1.2401 -2.2698 0.5103 0.336
H 0.591 0.836 -3.699 0.5537 -1.9622 1.2071 0.281
H 0.163 -0.978 -3.975 0.9676 1.5963 1.9233 0.368
H 0.398 0.146 1.489 -1.2394 -0.3486 -1.8980 0.256
H -1.194 0.562 0.530 1.9193 -1.6263 -0.0351 0.244
H -0.719 -2.281 -0.381 0.4175 1.3940 1.8525 -0.113
H 0.076 -2.259 1.387 -1.3640 1.0433 -1.6653 0.332
H -2.091 -2.296 2.404 -0.1218 1.3022 -2.5178 -0.549
H -2.705 -0.772 1.422 1.1889 -2.1665 -0.2446 0.352
H -2.651 -3.868 0.227 -0.9873 2.1466 0.7161 0.240
H -4.163 -3.081 1.105 2.2624 0.5839 -1.1420 0.371
H -2.792 -2.232 -1.733 -1.8629 0.3414 1.6094 -0.031
H -4.492 -3.003 -1.416 1.7621 1.6179 0.9708 0.224
H -3.707 0.002 -0.377 -1.6476 -1.5958 -0.7806 -0.054
H -5.411 -0.860 -0.174 2.0155 0.0060 -1.0658 0.311
H -4.340 0.859 -2.473 -1.2544 -2.0720 0.3461 0.152
H -6.084 0.192 -2.213 2.3774 -0.9126 -0.3238 0.293
H -3.589 -1.532 -3.676 -2.4420 0.9300 0.4283 0.026
H -4.835 -0.402 -4.552 0.4533 -1.4140 2.1243 0.395
H -6.707 -2.178 -2.987 1.8760 -0.4127 -1.4837 0.248
H -5.332 -3.369 -3.742 -1.2995 2.2725 0.1532 0.240
H -6.338 -2.199 -4.841 0.9940 -0.1914 2.1173 0.300
H -1.685 2.041 -1.706 1.2271 0.5997 -0.7096 0.395
H -0.814 2.785 0.740 1.9090 0.2640 -0.0088 0.384
H 2.878 0.691 -0.678 -1.1350 -2.3914 -0.6468 0.519
H 2.334 -0.826 0.367 -0.4119 1.1218 -2.3982 0.604
C 2.352 7.276 1.253 0.3224 -0.0299 0.5443 -0.516
C 2.090 6.448 0.022 0.2672 -0.1133 -0.5925 -0.470
C 0.599 6.207 0.113 -0.4154 -0.1441 0.1147 -0.017
O 0.033 7.345 0.778 0.3421 -0.1140 -0.0197 -0.446
C 1.101 8.123 1.337 -0.2837 0.3870 -0.0415 -0.502
H 3.267 7.871 1.197 -0.1238 -0.0467 0.0280 0.344
H 2.420 6.623 2.132 0.0268 0.1000 -0.0548 0.252
H 2.319 7.035 -0.875 -0.0165 -0.1193 0.0690 0.289
H 2.670 5.522 -0.017 -0.1096 0.0752 -0.0427 0.267
H 0.376 5.321 0.717 0.0726 -0.0130 -0.0878 -0.012
H 0.133 6.086 -0.869 -0.0464 0.0590 0.0985 0.258
H 1.198 9.034 0.737 0.0636 0.0343 0.0888 0.283
H 0.853 8.406 2.364 -0.0969 -0.0305 -0.1263 0.275
C -0.534 -3.242 6.048 0.0781 -0.6594 0.0381 -0.581
C 0.209 -1.977 6.390 0.0491 0.4472 0.4983 -0.609
C 0.482 -1.389 5.023 0.2139 0.1604 -0.2983 -0.497
O -0.596 -1.801 4.171 0.1985 -0.0502 0.2080 -0.277
C -1.351 -2.815 4.848 -0.4276 0.0826 -0.1037 -0.437
H -1.147 -3.627 6.866 0.0645 0.0436 -0.1391 0.353
H 0.179 -4.023 5.755 -0.1157 0.0380 0.0556 0.269
H -0.444 -1.306 6.961 0.1307 -0.0515 -0.0484 0.264
H 1.119 -2.144 6.972 -0.1099 0.0470 -0.0883 0.329
H 1.412 -1.782 4.600 0.0967 0.0315 0.0613 0.298
H 0.541 -0.297 5.040 -0.0627 -0.0889 -0.0996 0.285
H -2.304 -2.371 5.155 -0.0276 -0.1050 0.0053 0.279
H -1.555 -3.642 4.163 0.0251 0.1058 -0.0237 0.286
```
Positions in Å, forces in eV/Å.

Formula: C28H49BrNO3P3Pd
Source: the Open Molecules 2025 dataset
Level of theory: ωB97M-V/def2-TZVPD

DFT total energy   -138836.276 eV
Relative energy (zero: lowest compared OMol25 entry of this formula, charge and spin)   88.7 kJ/mol
Frontier orbital gap (spin up / spin down)   5.67 / 3.66 eV
Total charge   +2
Multiplicity   3

Geometry as XYZ:
```
86
Properties=species:S:1:pos:R:3:forces:R:3:mulliken_charge:R:1
N -6.983 5.343 -5.549 0.0227 0.2145 0.1370 -0.561
C -6.766 5.913 -4.355 0.1761 -0.5087 -0.1319 -0.309
C -5.906 5.356 -3.402 0.1368 -0.4065 -0.3202 -0.478
C -5.217 4.154 -3.703 -0.7179 0.5448 -1.0637 0.719
C -5.469 3.572 -4.971 -0.2044 0.3862 0.1216 -0.431
C -6.351 4.207 -5.856 0.2565 0.0132 0.6370 -0.349
C -4.270 3.550 -2.772 0.4359 -0.1943 -0.4449 -0.077
Pd -0.109 -0.292 1.054 0.3227 2.1881 0.9982 0.152
P 5.628 -0.991 0.209 -2.6360 0.8028 -0.5494 0.249
C -3.352 2.619 -3.133 -1.1180 1.1981 -0.4576 -0.822
C -2.488 2.010 -2.175 0.7226 0.1182 0.3786 1.048
C -1.225 1.539 -2.607 -0.6156 0.3032 0.4339 -1.030
C -0.323 1.083 -1.665 0.0499 -0.4278 -0.3966 -0.320
C -0.764 1.071 -0.360 -0.3073 -1.4231 0.5611 1.062
C -1.992 1.503 0.127 0.4056 -0.1890 -0.4237 -0.359
C -2.873 1.999 -0.824 0.5954 -0.2057 -0.2257 -1.255
Br 1.979 0.868 0.298 0.1550 -0.2605 0.6368 -0.374
H -4.276 3.965 -1.758 -0.0883 -0.3504 -0.2840 0.344
H -3.150 2.403 -4.184 -0.3570 -0.0412 0.2589 0.291
H -5.778 5.866 -2.449 0.0819 -0.1815 -0.1234 0.351
H -5.003 2.631 -5.273 -0.1743 0.3424 0.1724 0.285
H -7.307 6.850 -4.148 0.3111 -0.5492 -0.1256 0.350
H -6.562 3.782 -6.846 0.0937 0.1742 0.4544 0.350
H -0.973 1.584 -3.669 -0.0147 -0.0272 0.3546 0.410
H -3.851 2.373 -0.538 0.1685 -0.2373 0.0371 0.360
H 0.660 0.704 -1.942 -0.4429 0.1801 0.0292 0.611
H -2.284 1.388 1.160 -0.0350 0.1188 0.0961 0.337
P -0.398 -2.256 0.114 -0.6106 -0.5304 -1.2335 0.772
C 5.345 0.807 0.400 0.8609 0.2572 0.4411 0.104
C 6.515 1.656 -0.109 0.2043 0.2112 -0.1035 -1.334
H 5.169 0.994 1.470 0.0411 -0.1158 -0.2556 0.525
H 4.417 1.059 -0.140 0.3107 -0.4336 0.1188 -0.216
H 6.379 2.699 0.195 -0.0076 -0.2190 -0.0815 0.396
H 7.474 1.314 0.292 -0.1701 0.1088 -0.0234 0.381
H 6.581 1.639 -1.202 -0.0072 -0.0312 0.1470 0.330
C 4.967 -1.446 -1.440 0.8999 -0.0116 -0.2916 0.319
C 5.833 -2.529 -2.105 -0.0113 -0.2382 -0.2828 -1.258
H 4.967 -0.524 -2.044 -0.0134 -0.2674 0.2053 0.473
H 3.930 -1.787 -1.299 0.2629 0.2117 0.1272 -0.342
H 5.569 -2.621 -3.164 0.0413 -0.0113 0.2039 0.393
H 6.903 -2.293 -2.049 -0.2718 0.0016 -0.0621 0.372
H 5.684 -3.511 -1.643 0.0325 0.1893 -0.0257 0.336
C 4.562 -1.847 1.412 0.7942 -0.6200 0.2568 0.167
C 5.376 -2.157 2.675 0.0497 -0.0727 0.4356 -1.344
H 4.235 -2.782 0.935 0.0500 0.2517 0.0541 0.366
H 3.686 -1.214 1.617 0.2173 0.0250 -0.2383 -0.082
H 4.865 -2.889 3.305 0.0187 0.1195 -0.0806 0.374
H 6.363 -2.567 2.430 -0.2151 -0.0314 0.0386 0.395
H 5.542 -1.262 3.279 -0.0363 -0.0410 -0.0723 0.370
C -0.175 -3.636 1.288 0.3574 0.2356 0.4595 -0.154
C -1.264 -4.707 1.339 -0.2062 -0.1985 0.0625 -1.346
H -0.049 -3.153 2.270 0.0124 -0.3675 -0.1389 0.052
H 0.788 -4.087 1.009 -0.1874 0.1167 0.2243 0.560
H -2.198 -4.336 1.779 0.2564 -0.0276 -0.1498 0.291
H -1.489 -5.125 0.350 0.0885 0.0909 0.2331 0.357
H -0.910 -5.531 1.972 -0.1137 0.1826 -0.1650 0.436
C 0.838 -2.497 -1.204 0.3221 -0.0960 0.0737 -0.009
C 0.311 -2.535 -2.634 0.0206 -0.0391 -0.3113 -1.427
H 1.354 -3.435 -0.950 -0.0170 0.2145 -0.2141 0.643
H 1.550 -1.667 -1.068 -0.1096 -0.3060 -0.1274 -0.470
H -0.421 -3.339 -2.781 0.1851 0.2076 0.0133 0.373
H -0.150 -1.584 -2.928 0.0715 -0.2252 0.0918 0.271
H 1.152 -2.721 -3.314 -0.2439 0.0384 0.0892 0.415
C -2.059 -2.367 -0.601 0.0655 -0.1621 -0.4134 -0.816
C -3.174 -2.019 0.391 -0.4270 0.1106 0.1607 -1.298
H -2.170 -3.388 -0.995 -0.0671 0.3176 -0.0251 0.683
H -2.078 -1.674 -1.456 0.0866 -0.2359 0.1968 0.460
H -3.863 -1.297 -0.067 0.1384 -0.2492 0.1775 0.299
H -3.754 -2.911 0.667 0.1968 0.3362 -0.0227 0.373
H -2.793 -1.555 1.313 -0.1076 -0.1465 -0.1376 0.209
C -0.913 -1.846 4.866 0.1599 -0.4135 0.3164 -0.907
O -1.057 -1.071 3.668 0.0259 1.2797 -0.4890 0.065
P -1.656 0.494 3.655 0.2806 0.3471 1.3012 0.085
O -1.497 1.008 5.197 0.0154 -0.4262 -1.2587 -0.297
C -0.248 1.132 5.906 0.1182 -0.0094 0.2313 -0.686
O -0.346 1.261 2.903 -0.2482 -1.1450 0.1348 -0.080
C -0.113 2.684 3.000 -0.0142 0.0131 -0.0109 -0.981
H -0.967 -2.897 4.557 -0.0247 0.2535 0.1454 0.312
H -1.717 -1.649 5.593 0.2909 0.0355 -0.3417 0.365
H 0.067 -1.662 5.324 -0.2842 -0.0064 -0.0589 0.339
H -0.314 0.486 6.785 0.0985 0.1535 -0.0947 0.291
H 0.630 0.849 5.306 -0.3927 0.0514 0.0373 0.288
H -0.156 2.175 6.220 0.0253 -0.2141 -0.0136 0.277
H -1.047 3.237 3.192 0.3410 -0.2281 -0.0312 0.366
H 0.612 2.843 3.807 -0.2749 0.1443 -0.2278 0.291
H 0.317 2.988 2.041 -0.1018 0.0329 0.2456 0.322
```
Positions in Å, forces in eV/Å.